# 1
C57H67BClN2O5PSSi | wB97M-V/def2-TZVPD

Results
HOMO: -8.99 eV
ΔE to the lowest compared entry with this formula, charge and spin: 0.0 kJ/mol
Lowest unoccupied orbital energy: -1.0898 eV
2S+1: 1
HOMO-LUMO gap: 7.9 eV

Each line ends with the Mulliken charge.
Atoms and positions in Å:
C1 -0.48 2.38 -5.48  -1.0493
C2 -1.11 1.05 -5.00  0.1586
C3 -1.02 -0.16 -6.00  -0.5101
Cl1 -0.56 0.33 -7.69  -0.1518
C4 -0.18 -1.36 -5.50  -0.6650
C5 1.19 -1.42 -5.38  0.8123
C6 2.08 -0.23 -5.70  -1.2522
C7 2.72 0.43 -4.43  -0.0964
O1 1.99 1.57 -3.99  -0.3154
Si1 2.00 1.73 -2.29  0.8149
C8 0.63 0.65 -1.51  -1.0548
C9 3.62 1.18 -1.49  -1.0337
C10 1.68 3.55 -1.84  -0.9377
C11 1.86 -2.66 -4.89  0.0776
B1 3.47 -2.74 -4.77  0.6469
C12 4.26 -2.27 -3.47  -0.9153
O2 4.21 -3.22 -5.86  -0.6835
C13 1.16 -3.79 -4.54  -0.1549
P1 1.99 -5.29 -3.92  1.0989
O3 3.03 -5.03 -2.93  -0.7015
O4 2.52 -6.15 -5.21  -0.5747
O5 0.88 -6.25 -3.20  -0.4404
C14 -0.28 -3.78 -4.67  0.6441
N1 -1.16 -4.72 -4.43  -0.5038
S1 -2.67 -4.19 -4.73  0.0950
N2 -2.24 -2.67 -5.18  -0.6883
C15 -0.93 -2.54 -5.14  0.5627
H1 0.45 2.28 -6.05  0.3184
H2 -0.20 2.95 -4.56  0.0537
H3 -1.17 3.03 -6.03  0.4296
H4 -0.74 0.72 -4.02  -0.3922
H5 -2.19 1.26 -4.86  0.5249
H6 -2.04 -0.56 -6.09  0.5193
H7 2.93 -0.59 -6.33  0.3603
H8 1.59 0.56 -6.29  0.5483
H9 3.80 0.64 -4.57  0.3388
H10 2.64 -0.33 -3.63  -0.1862
H11 -0.10 1.30 -1.00  0.3369
H12 1.12 -0.06 -0.81  0.3670
H13 0.11 0.03 -2.26  0.2448
H14 3.54 1.41 -0.41  0.3045
H15 4.53 1.63 -1.91  0.3224
H16 3.68 0.08 -1.56  0.2343
H17 2.59 4.13 -2.05  0.2991
H18 0.87 3.96 -2.46  0.2999
H19 1.41 3.58 -0.75  0.0914
H20 3.55 -2.34 -2.62  0.2065
H21 4.64 -1.24 -3.54  0.3377
H22 5.11 -2.96 -3.33  0.4460
H23 4.42 -2.45 -6.42  0.3468
H24 1.72 -6.53 -5.61  0.3409
H25 0.66 -7.00 -3.78  0.2004
C16 1.93 5.43 3.17  -0.4397
C17 0.84 6.13 3.68  -0.7081
C18 -0.45 5.69 3.41  -0.2971
C19 -0.66 4.55 2.65  -0.4616
C20 0.43 3.85 2.15  -0.2900
C21 1.72 4.29 2.40  -0.6183
H26 2.93 5.77 3.37  0.3915
H27 1.00 7.02 4.27  0.4398
H28 -1.30 6.24 3.80  0.5649
H29 -1.67 4.21 2.45  0.3860
H30 0.27 2.95 1.56  0.4877
H31 2.57 3.74 2.01  0.5455
C22 2.70 -7.65 1.95  -0.3041
C23 2.96 -9.00 1.76  -0.5711
C24 2.99 -9.53 0.47  -0.3616
C25 2.75 -8.70 -0.62  -0.5321
C26 2.49 -7.35 -0.43  -0.0314
C27 2.46 -6.82 0.86  -0.6912
H32 2.68 -7.24 2.95  0.4417
H33 3.15 -9.64 2.61  0.4078
H34 3.19 -10.58 0.32  0.3746
H35 2.78 -9.11 -1.62  0.4062
H36 2.31 -6.71 -1.28  0.3907
H37 2.25 -5.77 1.00  0.3784
C28 4.66 2.74 7.82  -0.3894
C29 3.66 3.66 7.54  -0.4406
C30 2.99 3.61 6.33  -0.2699
C31 3.32 2.64 5.39  -0.1943
C32 4.32 1.72 5.67  -0.5359
C33 5.00 1.77 6.89  -0.3466
H38 5.18 2.78 8.77  0.3560
H39 3.39 4.41 8.27  0.3622
H40 2.21 4.33 6.10  0.3854
H41 2.80 2.60 4.44  0.3535
H42 4.58 0.96 4.95  0.3638
H43 5.78 1.06 7.11  0.3588
C34 0.81 -7.41 7.82  -0.3792
C35 1.07 -8.76 7.63  -0.3517
C36 1.10 -9.29 6.34  -0.4474
C37 0.87 -8.46 5.25  -0.2612
C38 0.61 -7.11 5.44  -0.4314
C39 0.57 -6.58 6.72  -0.3767
H44 0.79 -7.00 8.82  0.3525
H45 1.26 -9.40 8.48  0.3564
H46 1.30 -10.34 6.19  0.3597
H47 0.89 -8.87 4.24  0.4238
H48 0.43 -6.47 4.59  0.3987
H49 0.36 -5.53 6.87  0.3570
C40 -3.59 7.97 2.45  -0.2067
C41 -4.87 8.46 2.68  -0.5907
C42 -5.11 9.82 2.60  0.0973
C43 -4.08 10.69 2.28  -0.4380
C44 -2.81 10.20 2.04  -0.4011
C45 -2.56 8.84 2.13  -0.4708
H50 -3.40 6.90 2.52  0.3856
H51 -5.67 7.78 2.93  0.3542
H52 -6.11 10.20 2.79  0.1322
H53 -4.28 11.76 2.21  0.3620
H54 -2.01 10.88 1.79  0.3677
H55 -1.56 8.46 1.95  0.4013
C46 -1.11 -9.64 -4.40  -0.5100
C47 -0.87 -10.99 -4.57  -0.4406
C48 -0.81 -11.54 -5.85  -0.3839
C49 -0.98 -10.72 -6.96  -0.3232
C50 -1.21 -9.36 -6.79  -0.5860
C51 -1.28 -8.82 -5.52  -0.2394
H56 -1.16 -9.21 -3.41  0.4536
H57 -0.74 -11.63 -3.71  0.3777
H58 -0.64 -12.60 -5.98  0.3649
H59 -0.93 -11.14 -7.95  0.3645
H60 -1.34 -8.72 -7.66  0.3728
H61 -1.46 -7.76 -5.39  0.5569
C52 -7.89 12.66 3.96  -0.1167
C53 -8.45 13.92 4.14  -0.5109
C54 -9.83 14.04 4.30  -0.3421
C55 -10.63 12.91 4.28  -0.3723
C56 -10.07 11.66 4.11  -0.5051
C57 -8.69 11.53 3.94  -0.2089
H62 -6.81 12.57 3.84  0.3183
H63 -7.82 14.80 4.16  0.3533
H64 -10.27 15.02 4.43  0.3553
H65 -11.70 13.01 4.41  0.3531
H66 -10.69 10.77 4.10  0.3517
H67 -8.25 10.55 3.80  0.3362

=====

# 2
C57H80NO38PS | wB97M-V/def2-TZVPD

Results
HOMO: -8.57 eV
Lowest unoccupied orbital energy: -0.7973 eV
SMILES: [H]/N=C(/C)CC1=C(S(C)(=O)=O)C(=O)c2c(CCCCCOC(C)=O)c(OC[C@H](C)O)cc(CCP(=O)(OCC)OCC)c2C1=O.O=C1OCCO1.O=C1OCCO1.O=C1OCCO1.O=C1OCCO1.O=C1OCCO1.O=C1OCCO1.O=C1OCCO1.O=C1OCCO1.O=C1OCCO1
2S+1: 1
HOMO-LUMO gap: 7.8 eV

Each line ends with the Mulliken charge.
Atoms and positions in Å:
H1 -4.76 4.99 -3.71  0.3044
N1 -4.21 4.98 -4.56  -0.7976
C1 -2.99 5.21 -4.30  0.3539
C2 -2.02 5.26 -5.45  -1.2168
C3 -2.50 5.47 -2.88  -0.8851
C4 -1.89 4.25 -2.25  -0.1140
C5 -0.61 4.06 -1.91  0.7107
S1 0.66 5.27 -2.22  1.4795
C6 0.58 6.53 -0.97  -1.1532
O1 1.96 4.63 -2.13  -0.6666
O2 0.47 5.85 -3.53  -0.6928
C7 -0.20 2.79 -1.24  -0.1898
O3 0.65 2.80 -0.38  -0.5375
C8 -0.94 1.58 -1.69  0.6143
C9 -0.31 0.30 -1.74  0.4781
C10 1.11 0.05 -1.31  -0.5701
C11 1.22 -0.85 -0.04  -0.9509
C12 1.39 -0.03 1.24  -1.0148
C13 2.78 0.64 1.42  0.4904
C14 3.90 -0.05 0.65  -1.1276
O4 5.18 0.46 1.06  -0.0915
C15 5.34 1.76 0.67  0.5797
C16 5.16 2.14 -0.78  -0.8368
O5 5.62 2.58 1.49  -0.5573
C17 -1.10 -0.81 -2.22  0.1969
O6 -0.49 -2.04 -2.24  -0.4124
C18 -0.56 -2.72 -3.50  -0.9705
C19 0.66 -2.45 -4.40  1.0523
C20 0.17 -1.87 -5.75  -1.6704
O7 1.31 -3.69 -4.68  -0.5795
C21 -2.44 -0.61 -2.60  -0.5457
C22 -3.07 0.65 -2.55  0.4232
C23 -4.51 0.78 -3.00  -1.2040
C24 -5.53 -0.04 -2.18  -0.8791
P1 -5.23 -0.15 -0.41  0.7384
O8 -3.97 -0.82 -0.03  -0.7522
O9 -6.48 -1.01 0.13  -0.4036
C25 -7.03 -0.57 1.40  0.4423
C26 -7.83 -1.76 1.94  -1.2875
O10 -5.39 1.33 0.18  -0.2061
C27 -4.35 1.76 1.09  0.7088
C28 -4.70 3.13 1.63  -1.6723
C29 -2.31 1.76 -2.08  0.0070
C30 -2.86 3.13 -1.95  0.0496
O11 -3.98 3.40 -1.61  -0.6014
H2 -2.55 4.97 -6.35  0.4289
H3 -1.14 4.63 -5.27  0.2526
H4 -1.71 6.30 -5.59  0.2845
H5 -3.38 5.73 -2.29  0.4615
H6 -1.85 6.34 -2.87  0.3021
H7 1.59 6.83 -0.72  0.5304
H8 0.11 6.08 -0.09  0.3854
H9 -0.02 7.37 -1.30  0.3929
H10 1.67 0.96 -1.14  0.3987
H11 1.63 -0.49 -2.10  -0.0899
H12 0.27 -1.38 0.05  0.6828
H13 1.97 -1.62 -0.19  0.3499
H14 1.25 -0.72 2.07  0.4831
H15 0.59 0.71 1.34  0.3019
H16 3.03 0.56 2.48  -0.3221
H17 2.69 1.70 1.18  0.4694
H18 3.87 -1.12 0.86  0.3351
H19 3.74 0.08 -0.42  0.5018
H20 4.12 2.41 -0.96  0.0432
H21 5.79 3.00 -1.00  0.3769
H22 5.44 1.30 -1.41  0.3100
H23 -0.54 -3.78 -3.27  0.3648
H24 -1.48 -2.53 -4.05  0.2682
H25 1.37 -1.75 -3.96  0.2086
H26 -0.69 -1.24 -5.55  0.3139
H27 0.98 -1.33 -6.24  0.4094
H28 -0.16 -2.70 -6.38  0.4382
H29 2.25 -3.61 -4.51  0.2484
H30 -3.00 -1.48 -2.94  0.6433
H31 -4.81 1.82 -3.07  0.1920
H32 -4.56 0.40 -4.02  0.5592
H33 -5.68 -1.05 -2.56  0.4557
H34 -6.50 0.45 -2.29  0.5494
H35 -6.24 -0.29 2.09  0.0217
H36 -7.71 0.28 1.27  0.2331
H37 -7.33 -2.64 1.53  0.3843
H38 -8.85 -1.75 1.59  0.2772
H39 -7.78 -1.83 3.02  0.2332
H40 -3.42 1.83 0.53  -0.3737
H41 -4.20 1.07 1.91  0.5306
H42 -5.45 3.08 2.42  0.3619
H43 -5.06 3.79 0.84  0.3152
H44 -3.81 3.59 2.06  0.4315
O12 2.68 -1.23 5.53  -0.6502
C31 3.76 -1.31 5.03  0.6568
O13 3.98 -1.55 3.73  -0.2664
C32 5.38 -1.34 3.47  0.0437
C33 5.99 -1.56 4.83  -0.3281
O14 4.92 -1.17 5.71  -0.3484
H45 5.74 -2.04 2.72  0.2304
H46 5.52 -0.32 3.10  0.0819
H47 6.25 -2.60 5.01  0.2439
H48 6.87 -0.95 5.00  0.3207
O15 -9.00 -0.66 4.79  -0.5303
C34 -8.00 -0.27 5.31  0.5683
O16 -6.88 0.05 4.62  -0.1556
C35 -5.98 0.70 5.54  -0.3677
C36 -6.44 0.17 6.88  0.0360
O17 -7.83 -0.09 6.63  -0.3634
H49 -4.95 0.44 5.31  0.3234
H50 -6.10 1.78 5.44  0.2784
H51 -5.95 -0.77 7.14  0.1936
H52 -6.31 0.89 7.69  0.0758
O18 -5.98 1.89 9.32  -0.5873
C37 -5.57 1.14 10.15  0.7073
O19 -5.40 -0.19 9.96  -0.2662
C38 -4.68 -0.70 11.09  -0.3285
C39 -5.00 0.32 12.16  -0.3634
O20 -5.22 1.51 11.40  -0.3479
H53 -5.02 -1.70 11.34  0.2864
H54 -3.62 -0.74 10.85  0.2688
H55 -5.92 0.08 12.71  0.2700
H56 -4.19 0.46 12.87  0.2963
O21 0.07 4.46 5.51  -0.5427
C40 0.88 3.62 5.72  0.5835
O22 0.90 2.40 5.14  -0.2859
C41 2.14 1.76 5.47  0.3182
C42 2.52 2.47 6.75  -0.3105
O23 1.91 3.75 6.59  -0.3603
H57 2.00 0.69 5.60  0.1539
H58 2.85 1.94 4.66  -0.0937
H59 2.11 1.99 7.63  0.2589
H60 3.60 2.57 6.87  0.3137
O24 8.47 -3.85 4.00  -0.5102
C43 8.63 -3.91 2.82  0.5634
O25 9.53 -4.72 2.20  -0.3551
C44 9.25 -4.68 0.80  -0.3573
C45 8.54 -3.36 0.63  -0.2543
O26 7.93 -3.18 1.92  -0.1593
H61 10.17 -4.75 0.22  0.3130
H62 8.61 -5.53 0.55  0.2486
H63 9.23 -2.53 0.46  0.2396
H64 7.79 -3.37 -0.15  0.2725
O27 6.14 -4.22 -2.64  -0.5586
C46 5.49 -5.00 -3.26  0.6677
O28 5.35 -6.31 -2.95  -0.3281
C47 4.32 -6.86 -3.79  0.5095
C48 4.33 -5.92 -4.97  -0.2548
O29 4.79 -4.69 -4.38  -0.3814
H65 4.55 -7.88 -4.06  -0.4131
H66 3.38 -6.83 -3.24  0.2774
H67 5.04 -6.22 -5.74  0.2701
H68 3.35 -5.79 -5.42  0.2756
O30 4.03 -9.86 -5.50  -0.5106
C49 4.58 -10.55 -4.71  0.6612
O31 4.65 -11.90 -4.79  -0.3607
C50 5.57 -12.36 -3.80  -0.3562
C51 5.53 -11.24 -2.78  -0.3282
O32 5.21 -10.10 -3.59  -0.3014
H69 5.24 -13.31 -3.39  0.3035
H70 6.55 -12.48 -4.25  0.2590
H71 4.75 -11.37 -2.03  0.2606
H72 6.49 -11.09 -2.28  0.3018
O33 -2.68 -1.94 -6.88  -0.4927
C52 -2.43 -1.96 -8.05  0.6506
O34 -1.50 -2.75 -8.63  -0.3041
C53 -1.65 -2.65 -10.04  -0.3072
C54 -2.32 -1.30 -10.20  -0.3278
O35 -3.04 -1.18 -8.97  -0.3148
H73 -0.69 -2.71 -10.54  0.2915
H74 -2.28 -3.47 -10.39  0.2705
H75 -1.61 -0.48 -10.28  0.2545
H76 -3.00 -1.26 -11.05  0.2905
O36 -2.15 8.27 0.97  -0.4732
C55 -1.59 9.31 0.83  0.6056
O37 -0.60 9.52 -0.09  -0.2319
C56 -0.33 10.92 -0.12  -0.3428
C57 -0.80 11.38 1.24  -0.3572
O38 -1.83 10.43 1.54  -0.3472
H77 0.73 11.10 -0.29  0.3195
H78 -0.90 11.37 -0.94  0.2583
H79 -0.02 11.31 2.00  0.2590
H80 -1.20 12.39 1.24  0.3035